Record 1
A cluster of 4 separate species, C20H35NO9 in total. Source: the Open Molecules 2025 dataset; level of theory: ωB97M-V/def2-TZVPD.

Last column: Mulliken charge in e.
Atoms and positions in Å:
O (-0.26723, 3.64716, -4.45722)  -0.36
C (0.56164, 2.84877, -4.51063)  0.80
N (1.39188, 1.93060, -4.42123)  -0.56
C (1.81795, 1.89372, -3.05997)  0.50
C (2.96678, 2.19314, -2.42283)  0.21
C (4.29781, 2.53398, -3.01560)  -0.81
C (4.36005, 3.18281, -4.41769)  -0.20
C (5.36947, 4.33112, -4.47372)  0.36
O (5.66521, 4.78961, -5.54697)  -0.56
O (5.88032, 4.82444, -3.33665)  -0.43
C (2.55464, 2.22850, -0.97676)  -0.06
O (2.93806, 3.10210, -0.25862)  -0.50
O (1.31653, 1.62255, -0.72239)  -0.25
C (0.94435, 1.22988, -2.00527)  0.45
O (0.42188, 0.18054, -2.21757)  -0.33
H (4.73931, 1.52929, -3.16823)  0.39
H (4.97138, 2.94956, -2.26299)  0.48
H (4.72759, 2.47659, -5.16274)  0.32
H (3.39289, 3.56297, -4.74529)  0.14
H (6.59742, 5.43498, -3.54959)  0.35
C (-1.46027, -3.02679, 3.07381)  -1.09
C (-0.10545, -2.36391, 2.89074)  -0.26
O (0.32338, -2.29470, 1.54321)  -0.46
C (-0.51214, -1.56295, 0.66274)  0.44
C (-0.68359, -0.10442, 1.04864)  -1.08
H (-1.46312, -4.01957, 2.62067)  0.29
H (-1.69401, -3.12054, 4.13475)  0.42
H (-2.25964, -2.44941, 2.60661)  0.26
H (0.65197, -2.94910, 3.41369)  0.37
H (-0.09791, -1.36648, 3.34526)  0.26
H (-1.48643, -2.05641, 0.56494)  0.22
H (-0.03612, -1.61870, -0.31683)  -0.20
H (-1.20114, 0.00488, 2.00425)  0.19
H (-1.26754, 0.41985, 0.29091)  0.38
H (0.28586, 0.38162, 1.14140)  0.28
C (-1.05447, -5.10523, -1.68829)  -1.08
C (0.33676, -4.56982, -1.98097)  -0.03
O (0.70389, -4.63637, -3.34847)  -0.45
C (-0.11298, -3.90826, -4.24760)  -0.52
C (-0.15361, -2.41796, -3.96159)  -0.68
H (-1.15744, -6.12551, -2.06136)  0.34
H (-1.24060, -5.09981, -0.61365)  0.35
H (-1.82910, -4.50131, -2.16444)  0.26
H (1.07099, -5.17360, -1.44699)  0.35
H (0.44397, -3.54591, -1.60640)  0.07
H (-1.12568, -4.32739, -4.26963)  0.29
H (0.31265, -4.07567, -5.23789)  0.37
H (-0.61602, -2.20171, -2.99838)  0.08
H (-0.72893, -1.89851, -4.72958)  0.44
H (0.85559, -2.00506, -3.94163)  0.24
C (-1.60801, 2.48439, 5.93260)  -1.21
C (-2.15853, 1.41807, 5.00072)  0.05
O (-3.26919, 0.71480, 5.52597)  -0.43
C (-4.41400, 1.49264, 5.82449)  -0.31
C (-4.99969, 2.21152, 4.62116)  -1.04
H (-1.36179, 2.05191, 6.90342)  0.30
H (-0.70984, 2.93133, 5.50528)  0.40
H (-2.33012, 3.28459, 6.10331)  0.30
H (-1.38345, 0.67033, 4.82518)  0.12
H (-2.40778, 1.84403, 4.02219)  0.26
H (-4.19364, 2.20076, 6.63120)  0.30
H (-5.15217, 0.79346, 6.21843)  0.33
H (-4.31376, 2.95876, 4.21914)  0.27
H (-5.92156, 2.72333, 4.90018)  0.39
H (-5.22069, 1.50146, 3.82270)  0.28

Atoms 1-6, force components in eV/Å:
O 0.1119 0.1852 -0.7298
C -0.0791 -0.9137 0.6781
N -0.0152 1.0013 0.2784
C -0.0251 -0.0773 1.2454
C -1.0850 -0.3706 -1.1325
C 0.4224 -1.6725 0.2241

E_tot (Eh): -1514.9005
ΔE to the lowest compared entry with this formula, charge and spin (kJ/mol): 0.00
Spin multiplicity: 1
Structure (SMILES): O=C=NC1=C(CCC(=O)O)C(=O)OC1=O.CCOCC.CCOCC.CCOCC
HOMO level (eV): -9.44
Maximum force (eV/Å): 3.07



Record 2
A structure of composition C20H36F3LuN4O2PSi2. Source: the Open Molecules 2025 dataset; level of theory: ωB97M-V/def2-TZVPD.

Last column: Mulliken charge in e.
Atoms and positions in Å:
C (1.15707, -2.24564, 2.28958)  -1.48
C (0.59163, -1.82089, 0.89747)  0.58
C (1.80050, -1.51212, -0.07441)  0.86
C (1.70167, -2.30271, -1.43928)  -1.30
Si (2.17364, 0.32579, -0.25831)  -0.40
C (3.65851, 0.48465, -1.45397)  -0.23
C (4.86052, -0.17065, -0.75733)  0.89
N (5.37311, -1.27356, -1.05832)  -0.57
C (2.83452, 0.91026, 1.44861)  -0.60
C (1.63433, 1.34040, 2.37307)  -0.10
C (1.57714, 2.81076, 2.71167)  -0.31
F (2.03860, 3.18374, 3.91691)  -0.27
C (1.05887, 3.79048, 1.93785)  0.36
F (0.36296, 4.75083, 2.49817)  -0.20
F (1.18513, 3.87885, 0.63601)  -0.09
O (0.84247, 1.32135, -0.58265)  -0.07
Si (0.06508, 1.19678, -2.06093)  0.22
N (-0.80313, -0.32668, -2.29198)  -0.53
C (-1.28874, 2.53762, -2.03780)  -1.18
C (-2.04617, 2.62593, -0.66572)  -0.05
C (-3.47797, 1.98729, -0.79723)  -1.12
N (-3.75484, 1.07363, 0.34340)  -0.28
C (-3.16284, -0.20576, 0.06253)  0.40
C (-3.48018, -1.24776, 1.08156)  0.40
C (-3.68077, -0.88887, 2.42430)  -0.55
C (-3.96512, -1.88398, 3.31100)  -0.59
C (-4.02270, -3.27910, 2.85640)  -0.33
C (-3.83068, -3.63554, 1.53911)  -0.54
C (-3.55943, -2.64673, 0.60525)  0.35
O (-3.38791, -2.91355, -0.68857)  -0.51
P (1.32280, 1.64938, -3.86333)  0.27
N (1.60204, 0.28128, -4.66351)  -0.60
H (0.41642, -2.79509, 2.88944)  0.42
H (1.54232, -1.38917, 2.86127)  0.17
H (2.01144, -2.93439, 2.17798)  0.41
H (0.02694, -2.68803, 0.52716)  0.47
H (-0.01149, -0.91400, 1.06138)  -0.77
H (2.67902, -1.94185, 0.44276)  0.87
H (1.77259, -1.60968, -2.29326)  0.32
H (0.68079, -2.71357, -1.49535)  0.21
H (2.39544, -3.14709, -1.50746)  0.26
H (3.41553, -0.11140, -2.35273)  0.58
H (3.89078, 1.51347, -1.76694)  0.26
H (5.31229, 0.34469, 0.14345)  -1.04
H (4.88329, -1.68088, -1.85864)  0.32
H (3.35226, 0.02555, 1.86046)  0.45
H (3.51572, 1.76869, 1.30952)  0.37
H (1.74435, 0.81858, 3.33785)  0.60
H (0.65681, 1.03706, 1.97603)  -0.10
H (-0.33164, -0.79882, -3.07573)  0.36
H (-1.70691, -0.07439, -2.69886)  0.30
H (-0.81813, 3.51941, -2.22395)  0.58
H (-1.97001, 2.36209, -2.88561)  0.55
H (-2.22696, 3.69330, -0.47733)  0.51
H (-1.47534, 2.18457, 0.16144)  0.05
H (-4.24886, 2.77031, -0.78487)  0.40
H (-3.57555, 1.47444, -1.77207)  0.42
H (-4.75502, 0.99429, 0.51073)  0.37
H (-3.32522, -0.56958, -0.96937)  0.61
H (-2.04499, -0.06909, 0.14996)  -0.63
H (-3.60714, 0.16303, 2.70381)  0.52
H (-4.14625, -1.63292, 4.35784)  0.49
H (-4.22946, -4.06850, 3.58232)  0.47
H (-3.87136, -4.67667, 1.21328)  0.52
H (-2.44665, -3.05621, -0.90086)  0.39
H (0.67571, 2.63958, -4.65254)  0.18
H (2.53826, 2.24865, -3.43757)  0.08
H (1.24693, 0.36768, -5.61808)  0.29
Lu (6.65398, 1.15046, 1.26501)  0.34

Atoms 1-6, force components in eV/Å:
C 0.0426 -0.2011 -0.1479
C 1.5214 -0.0681 0.8788
C -0.4052 -0.7628 -0.3844
C -0.9914 0.6918 0.4824
Si 0.5760 0.1720 1.5086
C 0.0819 -0.0328 0.4407

Net charge: +3
E_tot (Eh): -3607.3776
Spin multiplicity: 1
HOMO level (eV): -15.42
Maximum force (eV/Å): 3.02



Record 3
A structure of composition C20H36GaO13. Source: the Open Molecules 2025 dataset; level of theory: ωB97M-V/def2-TZVPD.

Last column: Mulliken charge in e.
Atoms and positions in Å:
C (4.01059, -0.59212, -1.90587)  -1.02
C (3.29302, 0.46250, -2.76567)  -0.37
C (2.14675, 1.22984, -2.06597)  -0.53
C (0.77491, 0.96453, -2.73698)  -0.41
Ga (-0.56829, -0.05675, -1.55435)  0.25
O (-1.79905, -0.91231, -2.75786)  -0.74
H (3.64175, -1.59737, -2.08768)  0.26
H (3.99501, -0.37067, -0.84372)  0.20
H (5.06355, -0.61332, -2.20269)  0.35
H (2.93848, -0.03047, -3.66685)  0.26
H (4.04382, 1.18101, -3.09923)  0.35
H (2.37524, 2.29079, -2.19222)  0.25
H (2.12161, 1.05181, -0.99335)  0.23
H (0.30287, 1.91405, -3.00134)  0.11
H (0.89109, 0.40433, -3.66678)  0.25
H (0.11350, -1.15854, -0.58921)  -0.26
H (-1.44382, 1.01264, -0.70320)  -0.31
H (-1.69382, -1.85501, -2.56079)  0.21
C (-0.18118, 0.08348, 4.66290)  -1.56
C (0.22165, -0.41999, 3.29906)  0.67
C (0.83628, -1.80018, 3.29046)  -0.22
O (1.68681, -1.74529, 2.13849)  -0.33
C (2.03854, -0.45019, 1.95980)  0.56
O (2.89522, -0.07817, 1.22247)  -0.55
O (1.29643, 0.36464, 2.74704)  -0.39
H (-0.57758, 1.09770, 4.58450)  0.42
H (-0.93946, -0.55301, 5.10192)  0.36
H (0.67781, 0.12571, 5.33010)  0.31
H (-0.62324, -0.36097, 2.60783)  0.23
H (0.10055, -2.59405, 3.18467)  0.32
H (1.45290, -1.99450, 4.17002)  0.14
C (-1.08254, 2.57710, -5.84073)  -1.45
C (-0.06328, 2.82898, -6.91894)  0.63
C (1.34853, 2.45391, -6.53657)  -0.28
O (2.12495, 3.35547, -7.34800)  -0.35
C (1.36637, 4.45313, -7.57412)  0.60
O (1.77144, 5.46947, -8.04454)  -0.56
O (0.08458, 4.23754, -7.19383)  -0.38
H (-2.07390, 2.90217, -6.15968)  0.38
H (-1.12169, 1.51681, -5.58988)  0.42
H (-0.83705, 3.14016, -4.94037)  0.29
H (-0.36450, 2.33995, -7.85052)  0.19
H (1.59525, 1.42097, -6.76720)  0.30
H (1.56850, 2.64831, -5.48482)  0.21
C (-5.82330, 3.11400, -2.09746)  -1.51
C (-5.01964, 1.91591, -1.65438)  0.68
C (-5.75794, 0.60016, -1.72782)  -0.47
O (-5.11877, -0.15906, -0.70352)  -0.30
C (-4.64304, 0.71790, 0.21512)  0.62
O (-4.23047, 0.41386, 1.28638)  -0.57
O (-4.71105, 1.98957, -0.25409)  -0.37
H (-5.23949, 4.02749, -1.98424)  0.36
H (-6.11752, 3.01553, -3.14287)  0.37
H (-6.71947, 3.22713, -1.48415)  0.36
H (-4.07484, 1.86491, -2.20176)  0.18
H (-5.65342, 0.10490, -2.69053)  0.31
H (-6.82071, 0.69741, -1.48154)  0.29
C (3.00183, -5.59914, 7.16204)  -1.45
C (2.54717, -4.21152, 7.53983)  0.47
C (1.60402, -4.15276, 8.71860)  -0.50
O (0.84624, -2.96922, 8.44100)  -0.34
C (0.84082, -2.79986, 7.09343)  0.58
O (0.14996, -2.03154, 6.50836)  -0.43
O (1.73705, -3.63104, 6.50514)  -0.30
H (3.64746, -5.56361, 6.28514)  0.36
H (3.55192, -6.06130, 7.98202)  0.38
H (2.14786, -6.22774, 6.90660)  0.35
H (3.41078, -3.55867, 7.69480)  0.25
H (2.11693, -4.06376, 9.67344)  0.30
H (0.91898, -5.00361, 8.75415)  0.31

Atoms 1-6, force components in eV/Å:
C 0.5987 0.1744 -0.4464
C 0.2829 -0.1132 0.7491
C -0.2554 0.1394 -1.1677
C -0.2935 -0.1974 0.6346
Ga -0.0949 0.4219 -0.3149
O 0.2508 -0.3951 0.2816

Net charge: -1
E_tot (Eh): -3686.6702
Spin multiplicity: 1
HOMO level (eV): -4.29
Maximum force (eV/Å): 1.20



Record 4
A structure of composition C20H36IMoN5OP2S. Source: the Open Molecules 2025 dataset; level of theory: ωB97M-V/def2-TZVPD.

Last column: Mulliken charge in e.
Atoms and positions in Å:
Mo (-0.36921, 0.34820, -0.29949)  0.43
C (-1.07029, -3.82395, -0.73144)  -1.33
P (-0.82004, -2.24411, 0.12069)  0.56
C (1.98753, -3.74486, 1.05359)  -1.53
C (-1.25747, -2.50435, 1.87501)  0.73
C (-1.29972, -3.75668, 2.47826)  -0.39
C (-1.52803, -3.87529, 3.84271)  -0.87
C (-1.71009, -2.74010, 4.61625)  -0.81
C (-1.70487, -1.48484, 4.01980)  -0.81
C (-1.49612, -1.35498, 2.65201)  -0.09
P (-1.67905, 0.24666, 1.80930)  1.41
C (-1.46504, 1.55702, 3.05046)  -1.27
C (-3.46960, 0.27511, 1.47699)  -1.24
H (-0.58570, -4.67027, -0.24920)  0.36
H (-0.68407, -3.72383, -1.74603)  0.38
H (-2.14547, -4.00853, -0.78089)  0.47
H (2.91692, -4.03853, 1.54003)  0.46
H (1.15815, -4.00191, 1.70836)  0.31
H (1.90778, -4.30395, 0.12057)  0.41
H (-1.15635, -4.65430, 1.89054)  0.44
H (-1.55986, -4.85514, 4.29939)  0.45
H (-1.87731, -2.82741, 5.68123)  0.45
H (-1.88266, -0.61166, 4.63385)  0.38
H (-2.17780, 1.46672, 3.86954)  0.52
H (-1.64319, 2.51316, 2.55238)  0.25
H (-0.45017, 1.55134, 3.44036)  0.36
H (-4.04766, 0.16724, 2.39477)  0.46
H (-3.72673, -0.53889, 0.79849)  0.34
H (-3.71671, 1.22350, 1.00108)  0.31
C (-0.47763, 4.17665, -0.14621)  -1.34
C (-1.31584, 3.23030, -1.01722)  1.32
C (-2.81166, 3.37835, -0.72040)  -1.50
C (-1.02644, 3.46464, -2.50382)  -1.33
N (-0.92799, 1.88774, -0.69443)  -0.68
H (-0.75419, 5.21224, -0.33981)  0.43
H (0.58255, 4.05285, -0.36908)  0.33
H (-0.64483, 3.97019, 0.91149)  0.23
H (-3.16344, 4.36530, -1.01912)  0.49
H (-3.00594, 3.25667, 0.34851)  0.27
H (-3.37949, 2.62923, -1.27369)  0.39
H (-1.26559, 4.49284, -2.77074)  0.47
H (-1.63733, 2.79782, -3.11364)  0.35
H (0.02865, 3.28289, -2.71093)  0.13
C (3.65798, 3.25685, -3.83681)  -1.10
C (3.89124, 1.98123, -3.02179)  -0.47
C (2.68045, 1.11541, -2.95976)  0.20
N (2.00979, 0.85700, -1.89783)  -0.27
N (0.89903, 0.07364, -2.10729)  0.24
C (0.75880, -0.28663, -3.36023)  0.28
N (-0.24336, -1.07223, -3.80580)  -0.44
S (2.00876, 0.33287, -4.38128)  -0.16
H (4.55818, 3.86801, -3.83916)  0.38
H (2.84796, 3.84891, -3.41066)  0.26
H (3.40899, 3.02940, -4.87396)  0.37
H (4.15888, 2.22855, -1.99486)  0.25
H (4.71761, 1.41258, -3.45326)  0.33
H (-1.04350, -1.19670, -3.20699)  0.12
H (-0.40056, -1.16732, -4.79480)  0.26
N (3.05693, -1.89309, -0.13657)  -0.29
C (2.03036, -2.25763, 0.76334)  0.56
O (0.75891, -1.84696, 0.07083)  0.25
C (2.09222, -1.45247, 2.05659)  -1.22
I (1.97581, 0.66057, 1.64868)  0.16
H (3.43455, -2.65363, -0.68117)  0.27
H (3.78968, -1.30754, 0.23271)  0.24
H (3.03584, -1.61130, 2.57179)  0.67
H (1.26745, -1.70257, 2.71879)  0.38

Atoms 1-6, force components in eV/Å:
Mo 0.7541 -0.8238 0.5177
C 0.0803 0.1779 0.0441
P -0.4761 -0.1447 -0.0535
C -0.0748 -0.0125 -0.0228
C 0.0539 0.1920 -0.1953
C -0.0269 -0.0842 -0.0412

Net charge: +2
E_tot (Eh): -2579.0504
ΔE to the lowest compared entry with this formula, charge and spin (kJ/mol): 221.17
Spin multiplicity: 1
HOMO level (spin up / spin down) (eV): -13.61 / -13.62
Maximum force (eV/Å): 1.23